Computed, not measured: a 12-piece molecular cluster, C80H168Cl8N8O8 overall at a distorted geometry, with ωB97M-V/def2-TZVPD.

Properties
E_HOMO   -8.43 eV
E_LUMO   0.40 eV
Structure (SMILES)   CC1(C)CCCC(C)(C)N1O.CC1(C)CCCC(C)(C)N1O.CC1(C)CCCC(C)(C)N1O.CC1(C)CCCC(C)(C)N1O.CC1(C)CCCC(C)(C)N1O.CC1(C)CCCC(C)(C)N1O.CC1(C)CCCC(C)(C)N1O.CC1(C)CCCC(C)(C)N1O.ClCCCl.ClCCCl.ClCCCl.ClCCCl
Orbital gap   8.8 eV

Each line ends with the Mulliken charge.
Cartesian coordinates (Å):
1 C 0.35 6.84 0.33  -1.981
2 C -0.86 5.99 0.63  2.756
3 C -0.68 5.17 1.90  -1.559
4 C -2.01 6.96 0.79  -1.732
5 C -3.34 6.23 0.86  -0.413
6 C -3.54 5.43 -0.46  -1.107
7 C -2.40 4.51 -0.80  1.863
8 C -2.54 3.26 0.12  0.133
9 C -2.53 4.18 -2.30  -0.991
10 N -1.08 5.25 -0.62  -0.283
11 O 0.01 4.43 -0.97  -0.103
12 H 1.22 6.23 0.10  -0.091
13 H 0.16 7.37 -0.62  0.533
14 H 0.58 7.50 1.13  0.463
15 H -0.25 5.81 2.66  0.852
16 H -1.59 4.74 2.26  0.340
17 H 0.00 4.31 1.80  -0.392
18 H -1.74 7.48 1.72  0.488
19 H -2.03 7.68 -0.02  0.340
20 H -3.32 5.63 1.81  0.123
21 H -4.15 6.95 0.95  0.552
22 H -3.72 6.20 -1.24  0.433
23 H -4.43 4.80 -0.45  0.050
24 H -3.40 2.71 -0.28  -0.291
25 H -2.79 3.64 1.10  0.480
26 H -1.66 2.58 0.15  -0.901
27 H -2.51 5.05 -2.94  0.597
28 H -3.51 3.74 -2.39  -0.120
29 H -1.76 3.39 -2.60  -0.189
30 H 0.03 3.78 -0.25  -0.173
31 C -0.56 -3.12 3.03  -0.363
32 C -2.11 -3.50 3.32  1.596
33 C -2.59 -2.66 4.58  -2.110
34 C -2.92 -3.00 2.09  -1.226
35 C -2.80 -4.03 1.00  1.626
36 C -3.25 -5.40 1.42  -1.933
37 C -2.45 -5.93 2.56  2.082
38 C -3.19 -7.18 3.04  -2.198
39 C -0.99 -6.26 2.22  -1.453
40 N -2.55 -4.87 3.59  0.145
41 O -1.82 -5.36 4.75  -0.533
42 H 0.10 -3.70 3.74  0.549
43 H -0.30 -3.27 1.99  -0.630
44 H -0.47 -2.06 3.27  0.159
45 H -2.49 -1.58 4.41  0.325
46 H -3.58 -2.93 4.92  0.457
47 H -1.88 -2.90 5.39  0.501
48 H -3.97 -2.95 2.41  0.645
49 H -2.65 -1.95 1.96  0.142
50 H -3.37 -3.75 0.14  -1.136
51 H -1.79 -4.04 0.61  0.065
52 H -3.29 -6.11 0.61  0.540
53 H -4.31 -5.35 1.73  0.312
54 H -3.17 -7.98 2.30  0.405
55 H -4.18 -7.00 3.39  0.454
56 H -2.61 -7.57 3.86  0.474
57 H -0.48 -5.45 1.69  0.061
58 H -0.99 -7.15 1.62  0.464
59 H -0.38 -6.46 3.11  0.376
60 H -2.39 -5.32 5.53  0.343
61 C -7.63 0.32 1.14  -1.814
62 C -6.42 1.16 0.80  1.959
63 C -6.21 2.20 1.96  -1.791
64 C -5.13 0.33 0.72  -0.755
65 C -5.09 -0.63 -0.43  0.021
66 C -5.16 0.24 -1.67  1.099
67 C -6.44 1.02 -1.73  1.138
68 C -6.39 1.96 -2.95  -1.599
69 C -7.60 -0.01 -2.02  -1.589
70 N -6.46 1.89 -0.50  1.018
71 O -7.73 2.62 -0.56  -0.600
72 H -7.86 -0.43 0.39  0.275
73 H -7.30 -0.19 2.04  0.456
74 H -8.45 0.97 1.38  0.406
75 H -5.25 2.74 1.90  0.034
76 H -6.97 2.96 1.94  0.511
77 H -6.07 1.67 2.88  0.428
78 H -4.24 0.95 0.62  -0.936
79 H -5.08 -0.12 1.70  0.979
80 H -4.17 -1.25 -0.37  -0.588
81 H -5.93 -1.29 -0.38  0.869
82 H -5.24 -0.40 -2.57  -1.522
83 H -4.29 0.92 -1.80  -0.310
84 H -7.40 2.20 -3.27  0.405
85 H -5.86 1.54 -3.82  0.170
86 H -5.91 2.90 -2.78  0.259
87 H -7.49 -0.17 -3.08  0.557
88 H -8.63 0.32 -1.84  0.146
89 H -7.40 -0.99 -1.53  0.321
90 H -7.46 3.56 -0.55  0.329
91 C -4.26 -6.55 -5.69  -1.732
92 C -5.11 -5.29 -5.25  1.262
93 C -6.14 -4.88 -6.32  -1.502
94 C -5.93 -5.83 -4.03  -1.332
95 C -6.54 -4.70 -3.22  -0.862
96 C -5.47 -3.67 -2.83  0.536
97 C -4.62 -3.14 -3.96  1.942
98 C -5.50 -2.12 -4.71  -0.623
99 C -3.38 -2.41 -3.40  -1.015
100 N -4.13 -4.27 -4.76  0.402
101 O -3.29 -3.84 -5.84  -0.338
102 H -4.99 -7.36 -5.91  0.438
103 H -3.67 -6.21 -6.56  0.386
104 H -3.53 -6.82 -4.91  0.368
105 H -7.02 -4.43 -5.83  0.372
106 H -5.71 -4.31 -7.16  0.190
107 H -6.54 -5.84 -6.68  0.442
108 H -6.75 -6.45 -4.38  0.491
109 H -5.30 -6.48 -3.40  0.340
110 H -7.43 -4.24 -3.79  0.260
111 H -6.99 -5.09 -2.33  0.522
112 H -4.89 -4.16 -2.03  0.132
113 H -5.94 -2.80 -2.42  -1.060
114 H -5.06 -1.83 -5.67  0.210
115 H -5.60 -1.18 -4.16  -0.049
116 H -6.48 -2.60 -4.81  0.306
117 H -2.71 -3.12 -2.88  0.598
118 H -3.68 -1.69 -2.66  -0.493
119 H -2.93 -1.84 -4.17  -0.142
120 H -2.47 -4.38 -5.81  0.244
121 C 0.95 1.20 8.25  -2.174
122 C 1.50 1.62 6.87  2.154
123 C 2.76 0.79 6.53  -2.078
124 C 0.32 1.34 5.86  -1.603
125 C 0.68 1.94 4.48  0.443
126 C 0.73 3.44 4.65  -0.093
127 C 1.87 3.88 5.61  1.945
128 C 3.21 3.75 4.91  -1.647
129 C 1.62 5.36 6.11  -1.866
130 N 1.75 3.06 6.82  0.102
131 O 2.79 3.39 7.73  -0.487
132 H 0.86 0.09 8.32  0.315
133 H 1.69 1.47 8.98  0.465
134 H 0.05 1.75 8.45  0.492
135 H 3.37 1.02 5.64  0.195
136 H 3.54 0.88 7.35  0.508
137 H 2.53 -0.24 6.47  0.602
138 H 0.18 0.25 5.81  0.487
139 H -0.60 1.80 6.22  0.433
140 H 1.56 1.48 4.05  -0.308
141 H -0.12 1.77 3.75  0.117
142 H -0.27 3.90 4.80  0.425
143 H 1.02 3.87 3.69  -0.752
144 H 4.05 3.78 5.60  0.480
145 H 3.40 4.67 4.37  0.504
146 H 3.28 2.95 4.18  -0.124
147 H 2.48 5.65 6.75  0.388
148 H 0.68 5.41 6.64  0.480
149 H 1.54 5.94 5.15  0.289
150 H 3.55 2.86 7.46  0.374
151 C 5.96 0.54 -1.54  -0.675
152 C 5.74 1.97 -1.09  2.253
153 C 7.10 2.56 -0.53  -1.481
154 C 5.31 2.76 -2.28  -0.300
155 C 4.85 4.17 -1.94  -1.336
156 C 3.74 4.13 -0.85  -1.189
157 C 4.15 3.22 0.38  1.702
158 C 5.16 4.06 1.27  -1.719
159 C 2.89 2.95 1.24  -0.094
160 N 4.67 1.95 -0.06  -0.006
161 O 5.09 1.09 1.01  1.273
162 H 6.63 0.52 -2.40  0.925
163 H 6.33 -0.12 -0.73  -0.788
164 H 5.04 0.09 -1.87  -0.438
165 H 7.17 3.65 -0.66  0.408
166 H 7.40 2.27 0.50  -0.044
167 H 7.93 2.22 -1.17  0.532
168 H 6.21 2.82 -2.92  0.724
169 H 4.57 2.23 -2.90  -1.360
170 H 5.65 4.87 -1.74  0.484
171 H 4.40 4.61 -2.87  0.553
172 H 2.82 3.82 -1.31  -0.021
173 H 3.55 5.10 -0.40  0.621
174 H 4.61 4.92 1.67  0.513
175 H 6.05 4.47 0.79  0.290
176 H 5.49 3.53 2.13  0.276
177 H 2.59 3.94 1.53  0.704
178 H 3.15 2.40 2.13  -0.518
179 H 2.19 2.45 0.56  -1.039
180 H 5.77 1.60 1.45  -0.297
181 C 5.19 -2.23 5.26  -1.036
182 C 5.73 -3.23 4.23  1.848
183 C 5.90 -4.57 4.95  -1.948
184 C 4.75 -3.50 3.00  -2.211
185 C 4.70 -2.33 2.05  1.918
186 C 6.12 -1.92 1.64  -0.583
187 C 7.07 -1.60 2.78  1.647
188 C 8.50 -1.55 2.18  -2.152
189 C 6.86 -0.20 3.39  -0.825
190 N 7.02 -2.84 3.61  -0.051
191 O 7.92 -2.55 4.71  -0.493
192 H 5.84 -2.23 6.15  0.429
193 H 5.06 -1.20 4.84  -0.200
194 H 4.22 -2.66 5.47  0.504
195 H 4.94 -4.76 5.47  0.346
196 H 6.17 -5.40 4.31  0.395
197 H 6.67 -4.42 5.69  0.516
198 H 5.09 -4.32 2.36  0.446
199 H 3.78 -3.78 3.43  0.442
200 H 4.10 -2.61 1.17  -0.347
201 H 4.23 -1.45 2.58  -0.585
202 H 6.10 -1.06 0.97  -0.959
203 H 6.47 -2.74 1.02  0.781
204 H 9.26 -1.26 2.92  0.440
205 H 8.60 -0.86 1.36  0.336
206 H 8.81 -2.52 1.78  0.457
207 H 7.36 -0.15 4.35  0.591
208 H 5.79 0.01 3.56  -0.292
209 H 7.27 0.56 2.68  0.117
210 H 8.54 -3.27 4.65  0.374
211 C 1.10 -0.56 -3.47  -0.224
212 C 0.72 0.46 -2.39  1.799
213 C 0.95 1.88 -2.96  -0.639
214 C -0.82 0.48 -2.14  0.380
215 C -1.35 -0.58 -1.18  0.836
216 C -0.51 -0.57 0.11  0.071
217 C 1.01 -0.68 -0.15  3.187
218 C 1.71 -0.46 1.20  -0.060
219 C 1.37 -2.12 -0.57  -1.022
220 N 1.38 0.47 -1.06  0.712
221 O 2.78 0.24 -1.40  1.836
222 H 2.17 -0.78 -3.55  -1.286
223 H 0.55 -1.51 -3.27  0.512
224 H 0.64 -0.14 -4.43  0.203
225 H 2.01 2.05 -3.15  -0.642
226 H 0.39 2.03 -3.91  0.357
227 H 0.56 2.57 -2.23  -0.010
228 H -0.97 1.45 -1.65  -1.689
229 H -1.26 0.54 -3.12  0.708
230 H -2.38 -0.35 -0.93  -0.632
231 H -1.41 -1.59 -1.63  -0.380
232 H -0.78 -1.30 0.84  -0.363
233 H -0.68 0.44 0.52  -1.003
234 H 2.82 -0.54 1.02  -0.858
235 H 1.44 -1.15 1.98  0.483
236 H 1.53 0.58 1.53  -0.876
237 H 1.14 -2.77 0.29  0.345
238 H 2.39 -2.20 -0.88  -0.955
239 H 0.75 -2.39 -1.45  0.139
240 H 3.32 0.85 -0.84  -1.181
241 Cl -3.13 1.82 -5.33  0.100
242 C -2.62 2.90 -6.60  -0.641
243 C -2.57 4.33 -6.12  -0.290
244 Cl -4.14 5.03 -5.95  -0.179
245 H -3.25 2.73 -7.49  0.382
246 H -1.60 2.48 -6.84  0.079
247 H -2.12 4.89 -6.94  0.405
248 H -1.97 4.41 -5.21  0.157
249 Cl 2.98 2.53 -6.08  -0.162
250 C 4.49 1.50 -6.16  -0.639
251 C 4.36 0.36 -5.16  0.900
252 Cl 6.01 -0.23 -4.94  -0.205
253 H 5.30 2.13 -5.85  0.293
254 H 4.57 1.13 -7.17  0.400
255 H 3.72 -0.42 -5.50  0.567
256 H 3.99 0.74 -4.23  -1.149
257 Cl 3.76 -3.44 -3.31  -0.165
258 C 4.66 -2.97 -1.88  1.325
259 C 6.20 -2.99 -2.17  0.057
260 Cl 6.75 -4.67 -1.96  -0.208
261 H 4.40 -3.60 -1.05  0.516
262 H 4.34 -1.96 -1.70  -1.673
263 H 6.74 -2.35 -1.44  0.016
264 H 6.55 -2.63 -3.16  0.274
265 Cl -0.68 -0.12 -7.31  -0.261
266 C -0.92 -1.73 -6.60  0.847
267 C -0.40 -2.70 -7.65  -0.497
268 Cl -0.09 -4.28 -6.83  -0.246
269 H -2.00 -1.79 -6.43  -0.231
270 H -0.29 -1.81 -5.70  -0.179
271 H 0.55 -2.41 -8.10  0.427
272 H -1.14 -2.95 -8.43  0.318

***

Computed, not measured: C2H6N2O3 as an isolated structure at a distorted geometry, with ωB97M-V/def2-TZVPD.

Properties
E_HOMO   -9.04 eV
E_LUMO   -0.22 eV
ΔE to the lowest compared entry with this formula, charge and spin   139.2 kcal per mole
Orbital gap   8.8 eV

Each line ends with the Mulliken charge.
Cartesian coordinates (Å):
1 C 0.41 0.68 -0.21  0.398
2 C -1.48 -0.79 0.17  -0.782
3 N -0.12 -0.59 -0.28  -0.334
4 O -0.45 1.74 -0.01  -0.467
5 O 1.39 0.96 -1.13  -0.525
6 N 1.01 -1.09 1.00  0.172
7 O 2.07 -1.47 0.65  -0.282
8 H 1.72 0.11 -1.48  0.349
9 H -0.08 2.51 -0.46  0.323
10 H 1.06 0.46 0.91  0.259
11 H -1.69 -0.30 1.12  0.305
12 H -1.65 -1.86 0.27  0.283
13 H -2.17 -0.37 -0.57  0.301